{"formula": "C17H26N2OS", "method": "ωB97M-V/def2-TZVPD", "charge": 0, "homo_energy_ha": -0.288, "smiles": "CCCCc1ccc(NC(=S)N2CCC[C@@H](CO)C2)cc1", "symbols": ["C", "C", "C", "C", "C", "C", "C", "C", "N", "C", "S", "N", "C", "C", "C", "C", "C", "O", "C", "C", "C", "H", "H", "H", "H", "H", "H", "H", "H", "H", "H", "H", "H", "H", "H", "H", "H", "H", "H", "H", "H", "H", "H", "H", "H", "H", "H"], "coordinates": [[4.26216, -2.73052, 1.66573], [4.79874, -3.42352, 0.41851], [3.76290, -4.29687, -0.29407], [2.83295, -3.52609, -1.24203], [1.89429, -2.59026, -0.53828], [2.02394, -1.21235, -0.65606], [1.16660, -0.34908, -0.00066], [0.13856, -0.85480, 0.79097], [-0.75081, -0.03974, 1.49546], [-0.94440, 1.31414, 1.41449], [-1.30329, 2.11354, 2.82310], [-0.85690, 1.92664, 0.21320], [-0.95704, 3.37001, 0.13921], [-2.39563, 3.80100, -0.13467], [-2.89158, 3.14958, -1.42131], [-2.72959, 1.63122, -1.34102], [-3.14357, 0.95866, -2.65148], [-2.29725, 1.40342, -3.68959], [-1.26910, 1.28128, -1.01608], [0.00719, -2.23705, 0.92153], [0.86998, -3.08662, 0.26120], [3.46116, -2.03990, 1.41969], [3.87690, -3.46465, 2.37040], [5.05745, -2.17276, 2.15566], [5.18186, -2.67478, -0.27823], [5.64025, -4.05605, 0.71276], [3.16679, -4.82715, 0.45091], [4.28952, -5.04644, -0.89023], [3.44058, -2.96635, -1.95599], [2.24391, -4.25656, -1.80454], [2.81957, -0.80159, -1.26085], [1.30448, 0.71714, -0.08663], [-1.05623, -0.41724, 2.38391], [-0.60257, 3.79139, 1.08071], [-0.30521, 3.70322, -0.67487], [-2.44305, 4.88730, -0.21363], [-3.01889, 3.49219, 0.70676], [-3.94041, 3.40075, -1.59074], [-2.31265, 3.51467, -2.27168], [-3.36946, 1.24048, -0.54179], [-4.18980, 1.21378, -2.87239], [-3.07002, -0.13368, -2.54118], [-2.58198, 1.00627, -4.51802], [-1.16248, 0.20058, -0.93618], [-0.63278, 1.63575, -1.83173], [-0.77896, -2.63714, 1.54582], [0.74710, -4.15460, 0.36837]], "forces_ev_per_angstrom": [[0.1, 0.0, -0.1], [-0.2, -0.2, 0.2], [0.2, 0.2, -0.2], [0.0, -0.3, 0.2], [0.0, 0.1, -0.2], [-0.1, -0.2, 0.0], [-0.1, 0.0, 0.2], [0.4, -0.2, -0.3], [-0.4, -0.2, 0.0], [0.0, 0.2, 0.2], [-0.1, 0.2, 0.5], [0.2, -0.3, 0.3], [-0.1, 0.5, 0.2], [0.1, -0.1, -0.2], [-0.1, -0.1, 0.2], [0.1, 0.1, -0.5], [-0.3, -0.2, 0.5], [0.2, 0.1, -0.3], [-0.3, -0.4, -0.3], [0.0, 0.2, 0.0], [0.1, 0.1, 0.0], [-0.1, 0.1, 0.1], [-0.1, -0.1, 0.1], [0.0, 0.1, 0.1], [0.1, 0.0, -0.1], [0.0, 0.1, -0.1], [0.0, -0.1, 0.0], [-0.1, -0.1, 0.0], [0.0, 0.0, -0.1], [0.0, 0.1, -0.1], [0.1, 0.0, -0.1], [0.0, 0.1, 0.0], [0.1, 0.2, -0.1], [0.0, -0.1, -0.2], [0.0, 0.0, 0.0], [0.0, 0.1, 0.0], [0.0, 0.0, 0.1], [0.0, 0.0, -0.1], [0.0, 0.0, -0.1], [0.0, 0.0, 0.0], [0.1, -0.1, 0.1], [0.0, 0.1, 0.0], [0.0, 0.0, 0.1], [0.0, 0.1, -0.1], [0.0, -0.1, 0.0], [-0.1, 0.0, 0.0], [0.0, -0.1, 0.0]]}

***

{"formula": "C17H26N4OS", "method": "ωB97M-V/def2-TZVPD", "charge": 0, "homo_energy_ha": -0.298, "smiles": "CCn1cc(CN2CCN(Cc3ccsc3)[C@@H](CCO)C2)cn1", "symbols": ["C", "C", "N", "C", "C", "C", "N", "C", "C", "N", "C", "C", "C", "C", "S", "C", "C", "C", "C", "O", "C", "C", "N", "H", "H", "H", "H", "H", "H", "H", "H", "H", "H", "H", "H", "H", "H", "H", "H", "H", "H", "H", "H", "H", "H", "H", "H", "H", "H"], "coordinates": [[-5.73832, -0.28152, -0.13302], [-4.40845, 0.46716, -0.18089], [-3.31419, -0.39246, 0.17848], [-2.56404, -1.16018, -0.63692], [-1.68258, -1.86443, 0.15929], [-0.59045, -2.79843, -0.25881], [0.68661, -2.14955, -0.53708], [0.62722, -1.26768, -1.68852], [2.02342, -0.70924, -1.98636], [2.64881, -0.04485, -0.85892], [2.29508, 1.35960, -0.68852], [0.85930, 1.73438, -0.41919], [-0.08666, 2.01102, -1.44388], [-1.30466, 2.35886, -0.96114], [-1.34096, 2.36822, 0.75743], [0.31114, 1.89925, 0.81550], [2.63625, -0.95321, 0.28635], [3.35816, -0.40683, 1.51954], [4.86624, -0.26804, 1.28304], [5.19754, 0.63472, 0.26144], [1.22242, -1.45153, 0.61946], [-1.99275, -1.43282, 1.46117], [-2.97694, -0.55592, 1.45249], [-6.55427, 0.39073, -0.38337], [-5.73583, -1.10910, -0.83908], [-5.90117, -0.67684, 0.86613], [-4.22836, 0.85794, -1.18595], [-4.41989, 1.29440, 0.53278], [-2.70395, -1.15925, -1.69987], [-0.88470, -3.33522, -1.16560], [-0.41247, -3.52958, 0.53542], [0.28608, -1.85181, -2.54813], [-0.08269, -0.43980, -1.53152], [1.97148, -0.01249, -2.82546], [2.67298, -1.54506, -2.27059], [2.91966, 1.76636, 0.10856], [2.59563, 1.85222, -1.62066], [0.14451, 1.95792, -2.49363], [-2.18604, 2.62505, -1.51026], [0.77976, 1.78074, 1.77288], [3.19449, -1.83796, -0.05803], [3.20872, -1.10832, 2.34196], [2.93992, 0.55274, 1.82195], [5.28248, -1.26309, 1.05925], [5.35206, 0.10945, 2.18723], [4.67515, 0.39182, -0.51779], [1.27563, -2.16549, 1.44542], [0.58607, -0.60945, 0.93102], [-1.54166, -1.73272, 2.38649]], "forces_ev_per_angstrom": [[0.2, 0.1, 0.0], [-0.6, 0.1, 0.0], [0.5, -0.2, -0.2], [0.2, -0.2, 0.2], [-0.1, 0.0, -0.1], [0.1, 0.1, -0.1], [0.1, -0.1, 0.0], [0.1, 0.1, -0.1], [-0.2, -0.2, -0.2], [0.2, 0.0, -0.1], [0.1, 0.1, 0.1], [0.0, 0.1, 0.1], [0.0, 0.1, 0.1], [-0.2, 0.1, 0.4], [0.4, -0.1, -0.4], [-0.4, 0.2, 0.0], [-0.2, -0.1, 0.5], [0.3, 0.0, -0.4], [-0.2, -0.2, 0.4], [0.2, 0.3, -0.3], [0.3, 0.0, -0.1], [-0.1, 0.0, -0.4], [-0.4, 0.3, 0.7], [-0.1, 0.0, 0.0], [0.0, -0.1, -0.1], [0.0, 0.0, 0.1], [0.1, 0.0, 0.1], [0.1, 0.0, -0.1], [0.0, 0.0, -0.2], [0.0, -0.1, 0.1], [-0.1, 0.0, -0.1], [0.0, 0.0, 0.0], [0.1, -0.2, -0.1], [0.0, 0.0, 0.0], [-0.1, 0.0, -0.1], [0.0, 0.0, -0.2], [0.0, 0.0, 0.1], [0.0, 0.0, -0.2], [-0.2, 0.1, -0.2], [0.2, -0.1, 0.2], [-0.1, 0.0, 0.1], [0.0, 0.0, 0.0], [0.0, 0.1, 0.1], [0.0, 0.0, 0.1], [0.0, -0.1, 0.0], [-0.1, 0.0, 0.0], [0.0, 0.0, 0.1], [0.1, -0.1, 0.0], [0.1, -0.1, 0.2]]}

***

{"formula": "C17H26N6O3S", "method": "ωB97M-V/def2-TZVPD", "charge": 0, "homo_energy_ha": -0.279, "smiles": "CCCSCc1cc(N)cc2c(=O)[nH]c(N)nc12.CNC(=O)CNC(C)=O", "symbols": ["C", "C", "C", "S", "C", "C", "C", "C", "N", "C", "C", "C", "O", "N", "C", "N", "N", "C", "H", "H", "H", "H", "H", "H", "H", "H", "H", "H", "H", "H", "H", "H", "H", "H", "C", "N", "C", "O", "C", "N", "C", "C", "O", "H", "H", "H", "H", "H", "H", "H", "H", "H", "H"], "coordinates": [[-4.46009, 0.36124, -2.27592], [-4.60914, 0.19798, -0.76358], [-3.66492, -0.87622, -0.20592], [-1.89141, -0.37107, -0.25966], [-1.88443, 1.15196, 0.77808], [-0.49946, 1.47663, 1.29862], [0.54056, 1.69910, 0.38220], [1.83149, 2.00703, 0.81282], [2.84690, 2.20302, -0.11012], [2.09095, 2.12677, 2.17654], [1.05662, 1.94151, 3.10939], [1.25221, 2.08659, 4.54760], [2.32707, 2.36414, 5.05970], [0.18710, 1.97393, 5.38994], [-1.00839, 1.58126, 4.87562], [-2.05954, 1.36447, 5.69055], [-1.25614, 1.41558, 3.61625], [-0.23747, 1.60704, 2.67918], [-3.44703, 0.68791, -2.52930], [-4.65959, -0.58660, -2.78498], [-5.16660, 1.10990, -2.64640], [-5.64108, -0.09530, -0.54607], [-4.42994, 1.15590, -0.26813], [-3.79463, -1.80696, -0.76788], [-3.93559, -1.08112, 0.83515], [-2.24848, 1.99826, 0.18884], [-2.58462, 1.00850, 1.60449], [0.32772, 1.63117, -0.67799], [2.58463, 2.36453, -1.08180], [3.71035, 2.63005, 0.22205], [3.09097, 2.37185, 2.52270], [0.38457, 1.83620, 6.36868], [-2.10285, 1.94012, 6.52163], [-2.91617, 1.22700, 5.16392], [4.61483, -2.20722, -3.89055], [3.46279, -1.97965, -3.02010], [2.64561, -0.92224, -3.11414], [2.81957, -0.02827, -3.93645], [1.47203, -0.81292, -2.13191], [1.39842, -1.86813, -1.11035], [0.86876, -3.08310, -1.23870], [0.15938, -3.46825, -2.52107], [0.97599, -3.89923, -0.33831], [4.27408, -2.40078, -4.90936], [5.25122, -1.31983, -3.90066], [5.19472, -3.06044, -3.53608], [3.27076, -2.65417, -2.29399], [1.58432, 0.13992, -1.62356], [0.54491, -0.78198, -2.70386], [1.77196, -1.65932, -0.19606], [0.82479, -3.33779, -3.37132], [-0.72624, -2.84604, -2.63667], [-0.14147, -4.51294, -2.45304]], "forces_ev_per_angstrom": [[0.0, 0.2, 0.1], [0.1, -0.3, -0.4], [-0.1, 0.8, 0.4], [-0.1, -0.2, 0.1], [-0.3, 0.0, 0.1], [0.3, 0.0, -0.6], [-0.8, -0.2, 0.9], [0.3, 0.3, 0.3], [0.4, -0.1, -0.4], [-0.3, -0.1, 0.4], [-0.5, -0.2, -0.9], [2.6, 1.0, 0.4], [0.2, -0.2, -0.3], [-1.2, -0.7, -0.2], [-0.9, -0.1, -2.0], [-0.5, 0.0, 1.5], [0.4, 0.2, -0.5], [-0.1, -0.2, 0.4], [-0.1, -0.1, 0.0], [0.0, 0.1, 0.0], [0.1, -0.1, -0.1], [0.1, 0.0, 0.1], [-0.1, -0.1, 0.1], [0.4, 0.1, 0.0], [0.2, -0.1, -0.1], [0.0, -0.1, 0.0], [0.2, 0.0, 0.0], [0.0, 0.0, 0.0], [0.3, 0.1, 0.6], [-0.6, -0.2, -0.4], [-0.1, 0.0, 0.1], [0.2, 0.2, 0.0], [-0.3, -0.2, -0.1], [0.2, 0.1, 0.4], [-0.3, 0.4, 0.0], [0.2, -0.9, 0.5], [0.2, 0.9, -0.5], [-0.2, -0.3, 0.3], [0.1, -1.0, 0.4], [0.6, 2.0, -0.6], [-0.5, -1.8, 0.1], [0.1, 0.2, 0.2], [0.0, -0.1, 0.3], [0.1, 0.0, 0.0], [-0.1, -0.1, 0.0], [-0.2, 0.1, 0.1], [0.0, 0.1, -0.1], [0.0, 0.0, 0.0], [0.1, 0.1, -0.1], [0.0, -0.1, 0.0], [-0.1, 0.1, -0.2], [-0.1, 0.1, -0.2], [0.1, 0.2, 0.1]]}

***

{"formula": "C17H26OOsSiTe4", "method": "ωB97M-V/def2-TZVPD", "charge": 0, "homo_energy_ha": [-0.272, -0.270], "multiplicity": 5, "symbols": ["Os", "Te", "Te", "Te", "Te", "C", "Si", "C", "C", "C", "C", "H", "H", "H", "H", "H", "H", "H", "H", "H", "C", "C", "C", "C", "C", "C", "C", "C", "C", "C", "C", "C", "O", "H", "H", "H", "H", "H", "H", "H", "H", "H", "H", "H", "H", "H", "H", "H", "H", "H"], "coordinates": [[-0.77088, 1.05182, 0.37859], [1.43043, -0.05730, -0.40919], [2.67530, -0.03637, 1.92808], [1.00852, 0.73879, 3.88645], [-1.52082, 0.72790, 2.95707], [2.22676, 6.09570, -0.22759], [0.61845, 5.80508, 0.62551], [0.64329, 6.47700, 2.34019], [-0.77746, 6.53489, -0.33912], [0.31553, 3.99429, 0.68753], [0.07814, 2.78616, 0.70626], [2.44299, 7.16587, -0.32533], [2.19147, 5.65724, -1.22882], [3.05016, 5.62855, 0.32111], [0.81417, 7.55935, 2.31597], [1.43356, 6.01658, 2.94114], [-0.31599, 6.29055, 2.83324], [-0.74271, 7.63094, -0.31909], [-1.73728, 6.21253, 0.07810], [-0.73077, 6.20670, -1.38286], [-1.31928, 1.87755, -2.91065], [-2.75424, 1.39412, -2.69362], [-3.43782, 2.12649, -1.54068], [-2.87459, -0.11722, -2.61913], [-3.41107, -0.78837, -3.72110], [-3.60886, -2.15804, -3.71964], [-3.29036, -2.87338, -2.57393], [-2.75045, -2.25156, -1.45161], [-2.49726, -3.09726, -0.21287], [-1.03292, -3.19312, 0.22050], [-3.38524, -2.65972, 0.95427], [-2.51395, -0.87489, -1.51313], [-1.92666, -0.28457, -0.42194], [-1.29958, 2.94792, -3.13538], [-0.84103, 1.34108, -3.73124], [-0.70154, 1.73800, -2.02198], [-3.31365, 1.67023, -3.58848], [-2.86463, 2.08761, -0.61741], [-4.42598, 1.70929, -1.33636], [-3.55773, 3.18333, -1.79214], [-3.68731, -0.20591, -4.59428], [-4.01742, -2.65836, -4.59026], [-3.46708, -3.94396, -2.53796], [-2.80988, -4.10485, -0.49504], [-0.69539, -2.27323, 0.69472], [-0.37570, -3.40325, -0.62564], [-0.91743, -4.00320, 0.94705], [-3.12125, -1.65246, 1.27772], [-3.25372, -3.33097, 1.80792], [-4.44000, -2.66914, 0.67196]], "forces_ev_per_angstrom": [[-0.8, 0.1, 0.4], [0.5, -0.1, 0.1], [0.0, -0.1, 0.0], [0.0, 0.0, 0.0], [0.4, 0.0, -0.6], [0.4, 0.1, -0.2], [-0.1, -0.3, 0.0], [0.0, 0.2, 0.5], [-0.3, 0.2, -0.2], [0.2, -0.3, 0.1], [-0.3, 0.1, -0.2], [0.0, -0.1, 0.0], [0.1, 0.1, 0.0], [0.0, 0.0, -0.1], [0.0, -0.1, 0.1], [-0.1, 0.1, 0.0], [0.1, 0.0, 0.0], [0.0, -0.1, 0.0], [0.1, 0.1, -0.1], [-0.1, 0.1, 0.1], [-0.1, 0.1, -0.2], [0.0, -0.1, 0.0], [-0.2, 0.2, -0.1], [-0.2, 0.1, -0.6], [0.0, 0.1, 0.0], [0.1, 0.0, 0.1], [0.0, 0.0, 0.0], [0.0, -0.5, -0.1], [0.0, 0.1, 0.0], [0.0, 0.0, 0.0], [0.0, 0.0, 0.1], [0.7, 0.4, 1.1], [-0.4, -0.4, -0.5], [0.0, -0.1, 0.0], [0.0, 0.0, 0.0], [0.1, 0.0, 0.1], [0.0, 0.0, -0.1], [0.1, 0.0, 0.2], [0.0, 0.0, 0.0], [0.0, 0.0, 0.0], [0.0, 0.0, 0.0], [0.0, 0.0, 0.1], [0.0, 0.1, 0.0], [0.0, -0.1, 0.0], [0.0, 0.1, 0.0], [0.0, 0.0, 0.0], [0.0, 0.1, 0.0], [0.0, 0.0, 0.0], [0.0, 0.0, -0.1], [0.0, 0.0, 0.0]]}

***

{"formula": "C17H27ClN2O3S2", "method": "ωB97M-V/def2-TZVPD", "charge": 0, "homo_energy_ha": -0.323, "smiles": "CCS[C@H](C)C(=O)N(C)CCOCCN(C)C(=O)c1c(C)csc1Cl", "symbols": ["C", "C", "S", "C", "C", "C", "O", "N", "C", "C", "C", "O", "C", "C", "N", "C", "C", "O", "C", "C", "C", "C", "S", "C", "Cl", "H", "H", "H", "H", "H", "H", "H", "H", "H", "H", "H", "H", "H", "H", "H", "H", "H", "H", "H", "H", "H", "H", "H", "H", "H", "H", "H"], "coordinates": [[1.15669, -0.66372, -3.20094], [0.03189, -0.09827, -2.34718], [0.30355, 1.67622, -2.10769], [-1.18088, 2.09264, -1.12982], [-2.41343, 2.27279, -1.99908], [-0.87160, 3.37680, -0.35659], [-1.27496, 4.45186, -0.77091], [-0.16259, 3.28619, 0.79905], [0.08416, 4.53207, 1.50995], [0.48142, 2.09166, 1.31824], [2.00090, 2.14747, 1.17836], [2.57111, 0.92538, 1.60317], [2.60418, -0.06268, 0.59085], [2.51276, -1.44857, 1.23809], [1.36408, -2.24566, 0.82379], [1.57385, -3.15430, -0.28807], [0.16489, -1.99458, 1.40611], [-0.01103, -1.02802, 2.13420], [-0.95677, -2.96053, 1.17615], [-2.27610, -2.55568, 0.77858], [-2.64931, -1.15090, 0.41542], [-3.14259, -3.60203, 0.77102], [-2.41600, -5.07468, 1.26359], [-0.90973, -4.28948, 1.47258], [0.43729, -5.18051, 2.05359], [1.01186, -1.73246, -3.36396], [1.19057, -0.17340, -4.17396], [2.12493, -0.51736, -2.71814], [-0.93264, -0.25459, -2.83237], [0.00551, -0.59012, -1.37019], [-1.33635, 1.27362, -0.42814], [-3.28830, 2.47309, -1.37783], [-2.27706, 3.11425, -2.67365], [-2.60333, 1.37136, -2.58298], [-0.82370, 5.13051, 1.53344], [0.39278, 4.29479, 2.52697], [0.86325, 5.12723, 1.02843], [0.22263, 1.96606, 2.37220], [0.11310, 1.20606, 0.81076], [2.26848, 2.37442, 0.14034], [2.41829, 2.92777, 1.81673], [1.76761, 0.06921, -0.10353], [3.52980, 0.04643, 0.01273], [3.40097, -2.04227, 1.02157], [2.45405, -1.29422, 2.31525], [0.63601, -3.61278, -0.58850], [1.97734, -2.60755, -1.14417], [2.27823, -3.94285, -0.01669], [-3.72497, -1.06701, 0.26689], [-2.34391, -0.46094, 1.20196], [-2.15940, -0.84376, -0.51084], [-4.18754, -3.57899, 0.50520]], "forces_ev_per_angstrom": [[0.0, 0.0, 0.0], [0.0, 0.0, 0.0], [0.0, 0.0, 0.0], [0.0, 0.0, 0.0], [0.0, 0.0, 0.0], [0.0, 0.0, 0.0], [0.0, 0.0, 0.0], [0.0, 0.0, 0.0], [0.0, 0.0, 0.0], [0.0, 0.0, 0.0], [0.0, 0.0, 0.0], [0.1, 0.0, 0.0], [-0.1, 0.0, 0.0], [0.0, 0.0, 0.1], [0.0, 0.0, -0.1], [0.0, 0.0, 0.0], [0.0, 0.0, 0.0], [0.0, 0.0, 0.0], [0.0, 0.0, 0.0], [0.0, 0.0, 0.0], [0.0, 0.0, 0.0], [0.0, 0.0, 0.0], [0.0, 0.0, 0.0], [0.0, 0.0, 0.0], [0.0, 0.0, 0.0], [0.0, 0.0, 0.0], [0.0, 0.0, 0.0], [0.0, 0.0, 0.0], [0.0, 0.0, 0.0], [0.0, 0.0, 0.0], [0.0, 0.0, 0.0], [0.0, 0.0, 0.0], [0.0, 0.0, 0.0], [0.0, 0.0, 0.0], [0.0, 0.0, 0.0], [0.0, 0.0, 0.0], [0.0, 0.0, 0.0], [0.0, 0.0, 0.0], [0.0, 0.0, 0.0], [0.0, 0.0, 0.0], [0.0, 0.0, 0.0], [0.0, 0.0, 0.0], [0.0, 0.0, 0.0], [0.0, 0.0, 0.0], [0.0, 0.0, 0.0], [0.0, 0.0, 0.0], [0.0, 0.0, 0.0], [0.0, 0.0, 0.0], [0.0, 0.0, 0.0], [0.0, 0.0, 0.0], [0.0, 0.0, 0.0], [0.0, 0.0, 0.0]]}

***

| no. | total energy (eV) | strongest force on any atom (hartree/bohr) |
| --- | --- | --- |
| 1 | -33914.6521 | 0.0122 |
| 2 | -36893.2072 | 0.0167 |
| 3 | -43971.8004 | 0.0541 |
| 4 | -59614.9069 | 0.0262 |
| 5 | -61383.0889 | 0.0024 |